1.
ORCA calculation (wB97M-V/def2-TZVPD) on a structure of composition C3H8N3S.

As for the gap between HOMO and LUMO (alpha / beta): 0.336 / 0.336 Eh. The largest force on an atom comes out at 6.604 eV/Å. The total charge is +1. For the relative energy (zero: lowest compared OMol25 entry of this formula, charge and spin), the calculation gives 294.66 kJ/mol. The LUMO energy (alpha / beta) is -4.14 / -4.14 eV. The calculation puts the HOMO energy (alpha / beta) at -13.28 / -13.28 eV.

CARTESIAN COORDINATES (ANGSTROEM)
C 1.188095 -0.046627 0.133349
C 0.806165 -1.453565 -0.387068
C -2.236935 1.053253 -0.315721
N 0.249634 0.560030 0.790456
N 2.416322 0.389417 -0.032906
N -0.960972 0.016375 0.755511
S -0.971237 -1.633898 0.166095
H 0.946153 -1.370052 -1.529278
H 1.286368 -2.357850 0.114982
H -2.436135 1.804444 0.344817
H -1.445963 1.386687 -1.098279
H -2.902901 0.290126 -0.437140
H 3.111392 -0.185525 -0.425072
H 2.484086 1.318848 0.271981
H -1.534074 0.228334 1.648275

Force components x, y, z for each atom (eV/Å):
-2.050 -2.988 0.763
-0.474 -0.208 -0.639
6.524 -0.679 -0.770
2.519 2.282 0.041
-1.616 0.131 0.294
-4.708 1.705 -0.192
0.903 -0.489 -0.548
-0.411 -0.792 1.713
0.030 1.541 -0.971
-0.852 1.972 1.670
-2.011 -0.876 1.015
-1.814 -1.647 -0.896
0.955 -0.206 -0.350
1.295 1.364 0.238
1.709 -1.109 -1.368

=====

2.
ORCA calculation (wB97M-V/def2-TZVPD) on a cluster of 10 separate species, C45H72BrF5N18O13 in total.

As for the gap between HOMO and LUMO: 0.295 Eh. The largest force on an atom comes out at 1.843 eV/Å. The total charge is 0. Its SMILES is CC[C@H](Br)C1=C(C(F)(F)c2cccc(C(F)(F)F)c2)C(=O)c2cc(C[C@@H](C)OCc3ccccc3)c(C)c(CCCOC)c2C1=O.NC(N)=O.NC(N)=O.NC(N)=O.NC(N)=O.NC(N)=O.NC(N)=O.NC(N)=O.NC(N)=O.NC(N)=O. The LUMO energy is -0.39 eV. The calculation puts the HOMO energy at -8.43 eV.

CARTESIAN COORDINATES (ANGSTROEM)
C 2.886557 1.110340 1.177854
C 4.330631 1.614393 1.384196
C 5.259725 1.471913 0.126137
Br 6.648227 2.846848 0.084573
C 4.398293 1.449001 -1.121706
C 4.184192 0.326051 -1.798531
C 4.777751 -1.030334 -1.421750
F 4.498314 -1.361908 -0.122334
F 4.270605 -2.048108 -2.173354
C 6.293352 -1.039945 -1.657383
C 6.894043 -0.233595 -2.587094
C 8.256598 -0.251345 -2.812417
C 9.042040 -1.101239 -2.069200
C 8.423425 -1.925195 -1.152544
C 9.295832 -2.869862 -0.346483
F 10.086990 -3.638655 -1.122289
F 8.556475 -3.648224 0.473737
F 10.127775 -2.179759 0.466009
C 7.073485 -1.922886 -0.924302
C 3.265571 0.372222 -3.007135
O 3.467988 -0.258162 -4.025741
C 2.096259 1.316996 -2.854591
C 0.870392 1.002851 -3.365383
C -0.176674 1.891753 -3.226985
C -1.504025 1.454422 -3.829143
C -2.651519 1.299691 -2.798615
C -3.865369 0.660388 -3.509772
O -2.236724 0.677363 -1.595581
C -2.535520 -0.714362 -1.512844
C -1.776778 -1.228004 -0.290895
C -2.425973 -1.124107 0.925166
C -1.847296 -1.525100 2.107434
C -0.569393 -2.066381 2.031700
C 0.068724 -2.193159 0.824828
C -0.517090 -1.781953 -0.359797
C 0.034285 3.104376 -2.596199
C -1.103679 4.109809 -2.489309
C 1.287605 3.459064 -2.061493
C 1.462097 4.813761 -1.397772
C 1.114961 4.821743 0.126951
C 2.349705 4.668873 1.015908
O 3.419117 5.519969 0.643908
C 3.727865 6.489335 1.647168
C 2.312337 2.520147 -2.185274
C 3.714653 2.737608 -1.627648
O 4.260600 3.819106 -1.627701
H 2.815870 0.101253 0.764793
H 2.253142 1.765822 0.570517
H 2.419203 1.066122 2.172378
H 4.744324 1.031936 2.217540
H 4.322237 2.656089 1.721524
H 5.787924 0.534561 0.282911
H 6.310055 0.460219 -3.188321
H 8.720150 0.402951 -3.542806
H 10.119740 -1.099808 -2.215511
H 6.570272 -2.563934 -0.209346
H 0.741655 0.040081 -3.854529
H -1.796456 2.211112 -4.571292
H -1.361099 0.472628 -4.299647
H -2.968273 2.313984 -2.522096
H -3.510194 -0.206655 -4.078155
H -4.232075 1.403723 -4.232813
H -4.670830 0.432041 -2.798567
H -2.171999 -1.267925 -2.397461
H -3.591973 -0.922043 -1.298003
H -3.426728 -0.700948 0.966831
H -2.363720 -1.409715 3.056371
H -0.084675 -2.365483 2.960043
H 1.071737 -2.619669 0.854444
H 0.012209 -1.865087 -1.306186
H -1.949775 3.854144 -3.123267
H -0.766722 5.104228 -2.810291
H -1.389176 4.234227 -1.436237
H 0.751863 5.517339 -1.843201
H 2.441630 5.258781 -1.581538
H 0.480456 3.933371 0.281048
H 0.499929 5.687615 0.399697
H 2.061008 4.772643 2.072253
H 2.711085 3.645093 0.889280
H 3.764085 5.989214 2.622837
H 4.713052 6.894182 1.396188
H 2.977728 7.291975 1.602685
N -6.334512 -1.184981 4.308951
C -5.494927 -1.735088 3.382980
N -4.943982 -2.932143 3.745574
O -5.250957 -1.202800 2.313890
H -6.546312 -1.609998 5.196670
H -6.755773 -0.305014 4.078268
H -4.319795 -3.365586 3.089497
H -5.129149 -3.387489 4.619305
N 9.287160 -3.855341 4.650392
C 8.135480 -3.132707 4.529625
N 7.576894 -3.140284 3.287674
O 7.643292 -2.523586 5.467335
H 9.708056 -4.360781 3.894409
H 9.726463 -3.870361 5.551824
H 6.729281 -2.617612 3.164355
H 7.963940 -3.631389 2.505861
N -7.761052 -2.286913 -3.745806
C -7.433660 -1.170863 -3.026094
N -8.494883 -0.411294 -2.618895
O -6.281158 -0.877762 -2.767315
H -8.701487 -2.548305 -3.970813
H -7.004374 -2.866383 -4.059117
H -8.285387 0.418943 -2.091637
H -9.451750 -0.632274 -2.820008
N -11.230509 2.399798 0.685044
C -10.368464 1.780018 -0.169006
N -9.897275 0.568983 0.252128
O -10.028925 2.261426 -1.241520
H -11.509928 2.014750 1.565981
H -11.596320 3.296934 0.401943
H -9.257316 0.093143 -0.356613
H -10.148035 0.140076 1.121793
N -1.086674 -5.048113 -3.593216
C -1.433397 -3.857317 -4.165210
N -0.931052 -3.647842 -5.419439
O -2.138271 -3.041847 -3.597119
H -0.508246 -5.733217 -4.039932
H -1.438163 -5.231518 -2.671348
H -1.166600 -2.782222 -5.868055
H -0.349147 -4.304387 -5.903201
N -10.279706 5.611958 -2.318167
C -11.524299 5.759822 -1.786088
N -12.148418 6.944603 -2.064508
O -12.038978 4.887526 -1.109411
H -9.826365 6.306961 -2.879234
H -9.803902 4.744362 -2.127569
H -13.066826 7.078523 -1.685055
H -11.739688 7.671282 -2.619646
N -9.897685 -2.826661 6.703522
C -8.936167 -1.932715 7.077470
N -9.346045 -0.630666 7.136245
O -7.793872 -2.270857 7.340996
H -10.841043 -2.570670 6.483850
H -9.629576 -3.791886 6.651096
H -8.663738 0.052216 7.409988
H -10.278329 -0.330234 6.925535
N 5.666844 -2.918926 9.577625
C 5.464265 -1.670678 9.047773
N 6.046366 -1.464229 7.835210
O 4.811120 -0.816902 9.625341
H 6.198510 -3.635541 9.122446
H 5.253280 -3.109456 10.470587
H 5.920324 -0.562942 7.415193
H 6.587630 -2.155282 7.343818
N 9.326301 -5.253050 -5.595443
C 9.566130 -4.019702 -5.052570
N 9.703445 -4.001770 -3.693592
O 9.651041 -3.011965 -5.731248
H 9.252779 -6.093917 -5.056139
H 9.220143 -5.301303 -6.591430
H 9.878534 -3.115207 -3.268388
H 9.638356 -4.815418 -3.114445

Force components x, y, z for each atom (eV/Å):
-0.145 0.005 0.585
-0.123 0.012 -0.136
-1.011 0.004 0.698
-0.059 -0.301 0.047
0.711 0.653 0.199
-0.999 -0.803 -0.481
1.299 0.422 -0.911
-0.040 0.093 -0.057
-0.380 0.194 0.208
-0.420 -0.412 0.705
-0.414 0.994 -0.997
0.387 0.039 -0.010
0.246 0.312 -0.312
0.954 -1.300 0.892
-0.090 1.173 0.264
-0.297 -0.162 0.576
0.296 -0.472 -0.424
0.020 -0.161 -0.139
-0.799 0.211 -0.130
-0.270 0.255 -0.252
-0.088 0.217 0.744
1.186 -0.331 0.367
0.143 -0.474 -0.228
-0.637 -0.765 -0.491
0.183 0.166 0.832
-0.675 0.661 -0.701
0.649 0.583 0.325
-0.312 -0.051 -0.403
1.230 -0.774 0.681
-0.796 0.283 -0.878
-0.852 0.450 0.366
0.409 -0.136 -0.095
-0.395 0.077 1.210
1.159 -0.431 -0.054
0.220 0.071 0.004
-0.537 1.057 0.185
0.530 0.290 -0.036
0.147 0.079 -0.152
-0.382 0.623 0.242
0.048 -0.592 -0.458
-0.243 -0.432 -0.395
-0.110 0.268 0.654
-0.072 -0.345 -0.749
0.825 0.204 0.531
-0.392 0.148 -0.351
-0.175 -0.892 0.187
0.177 0.156 0.019
0.214 -0.132 -0.045
0.009 0.045 -0.249
0.229 0.155 -0.290
-0.030 -0.125 -0.160
0.093 0.182 -0.497
-0.081 -0.167 0.181
-0.205 -0.065 0.040
-0.132 -0.123 0.152
0.364 -0.036 -0.009
-0.061 0.192 -0.022
-0.150 -0.410 -0.048
0.013 0.332 -0.173
0.101 -0.292 0.265
-0.500 -0.144 0.251
-0.007 -0.207 0.128
0.428 -0.080 -0.529
-0.466 0.358 0.306
0.047 0.267 -0.538
0.138 -0.090 -0.130
0.046 -0.029 -0.150
0.083 -0.067 -0.261
-0.142 0.072 -0.304
-0.119 -0.032 0.081
0.032 -0.033 0.306
-0.081 -0.256 -0.056
-0.291 -0.164 -0.279
0.245 -0.242 -0.119
-0.040 -0.353 0.177
0.050 0.266 0.302
0.314 0.026 -0.117
0.180 0.142 -0.142
-0.009 0.140 0.059
-0.009 0.389 0.014
-0.194 -0.023 0.120
0.181 -0.055 0.399
-0.175 0.031 0.147
-0.004 -0.021 0.049
0.095 -0.156 -0.062
-0.126 0.031 0.066
0.019 0.002 0.010
0.057 -0.002 -0.025
-0.001 0.045 0.001
-0.025 0.062 0.020
0.062 -0.043 0.155
0.023 -0.051 -0.119
-0.181 0.077 0.040
-0.020 -0.038 0.107
-0.025 0.036 -0.031
0.004 0.021 -0.022
0.013 -0.008 0.022
0.060 0.030 0.017
0.067 -0.130 -0.084
-0.093 -0.045 0.020
0.088 0.022 0.284
-0.257 -0.176 0.047
-0.007 0.042 0.014
0.005 0.026 0.023
-0.092 0.187 -0.275
0.002 0.087 -0.071
-0.028 0.286 -0.158
-0.119 0.111 0.169
0.050 -0.174 -0.066
0.173 -0.084 -0.027
0.062 -0.083 -0.024
0.001 0.014 -0.196
0.015 -0.124 0.135
-0.007 0.051 0.018
-0.049 -0.096 0.119
0.060 -0.039 -0.028
-0.034 0.088 -0.079
0.029 -0.090 -0.153
0.012 0.034 -0.021
0.017 0.038 -0.007
0.005 -0.013 0.014
0.015 -0.002 0.036
0.173 -0.120 0.026
0.343 -0.023 -0.168
-0.161 0.029 0.064
-0.366 0.004 0.347
-0.045 0.025 0.004
-0.105 -0.061 0.005
0.016 -0.011 -0.008
0.033 -0.035 -0.010
0.021 -0.126 -0.025
-0.114 0.013 0.020
0.100 0.118 -0.026
0.082 0.032 -0.186
0.010 0.026 0.018
-0.002 0.018 0.010
-0.018 -0.020 0.031
-0.007 -0.033 0.013
-0.044 -0.120 0.174
0.037 0.124 -0.154
0.012 -0.067 0.035
-0.007 -0.070 0.061
0.005 0.046 -0.051
0.000 0.025 -0.018
0.013 -0.018 -0.004
0.018 0.108 -0.137
-0.020 -0.059 -0.131
-0.016 0.003 0.018
-0.025 -0.097 -0.337
0.007 -0.021 0.016
0.005 0.026 0.028
0.000 0.017 0.018
0.002 0.020 -0.026
0.008 -0.009 -0.016

=====

3.
ORCA calculation (wB97M-V/def2-TZVPD) on a cluster of 11 separate species, C5H33NO10S in total.

As for the gap between HOMO and LUMO: 0.344 Eh. The largest force on an atom comes out at 4.638 eV/Å. The total charge is 0. For the relative energy (zero: lowest compared OMol25 entry of this formula, charge and spin), the calculation gives 282.08 kJ/mol. Its SMILES is CN(C)CCCS.O.O.O.O.O.O.O.O.O.O. The LUMO energy is -0.02 eV. The calculation puts the HOMO energy at -9.38 eV.

CARTESIAN COORDINATES (ANGSTROEM)
C 0.386731 -2.325999 -2.980689
N 0.928936 -1.916200 -1.677909
C -0.011431 -1.878617 -0.570582
C 1.733908 -0.700184 -1.754226
C 2.615084 -0.386913 -0.471405
C 4.060110 0.110788 -0.737409
S 4.308593 2.012058 -0.974502
H -0.058830 -3.251789 -2.998193
H 1.171714 -2.359780 -3.714732
H -0.351737 -1.671995 -3.501067
H 0.087505 -1.215594 0.281405
H 0.027649 -2.853870 0.074773
H -1.095549 -1.695883 -0.725827
H 1.205938 0.231820 -1.864668
H 2.416431 -0.812195 -2.572163
H 2.574754 -1.268342 0.075638
H 1.946657 0.286551 0.190497
H 4.497774 -0.475807 -1.482940
H 4.708789 -0.072351 0.267252
H 3.174024 2.396629 -1.548845
O -2.843936 1.439135 2.556363
H -3.151978 1.215584 1.688494
H -3.630163 1.442224 3.061672
O -0.224210 3.010417 -1.436919
H 0.200302 3.834019 -1.718316
H -0.183775 3.050576 -0.482118
O 1.468033 1.324373 3.754274
H 2.257538 1.577162 4.102631
H 1.462767 1.443076 2.806854
O -3.254186 -0.262262 0.427936
H -2.954661 0.123394 -0.388983
H -3.953079 -0.722888 0.051116
O 2.539411 -4.333843 -1.257216
H 1.580003 -3.809996 -1.455847
H 3.193243 -3.661890 -1.509366
O -0.228013 2.878977 1.819455
H -1.002281 2.448009 2.219855
H 0.072798 3.440803 2.545339
O -2.865372 -2.084552 2.710082
H -2.067310 -1.585998 2.817098
H -2.554520 -2.960569 2.970897
O -2.621085 0.599518 -1.917546
H -2.134365 -0.151948 -2.376429
H -1.879611 1.249105 -1.983042
O -1.372937 -0.236603 4.978395
H -0.386866 -0.173852 5.087651
H -1.652146 -0.722194 4.209629
O -2.996224 3.480002 -2.333210
H -3.159507 2.512940 -2.166197
H -1.984912 3.484956 -2.096939

Force components x, y, z for each atom (eV/Å):
0.402 2.584 -0.361
-0.568 0.929 0.135
-1.558 -2.497 2.215
1.384 0.436 1.074
-1.945 1.823 -0.519
-0.331 1.396 4.042
0.274 -1.640 0.304
-0.940 -2.366 0.580
0.744 -0.124 -0.071
0.057 0.321 0.797
1.266 0.977 -0.429
-0.175 1.083 -1.538
0.425 -0.321 -0.928
-0.965 0.271 -0.738
0.307 -0.052 -0.726
0.759 -1.928 1.101
1.532 -0.454 -0.991
0.778 -0.475 -1.440
-1.502 0.473 -2.387
-0.396 -0.328 -0.212
1.580 0.572 0.002
-0.200 -0.654 -1.031
-1.110 0.066 1.150
0.160 0.231 -0.626
-0.068 -0.257 -0.052
-0.072 -0.071 0.898
-3.715 -1.380 -0.833
3.564 1.134 1.219
0.117 0.236 -0.310
1.378 0.815 1.316
0.912 0.853 -0.607
-2.489 -1.802 -0.254
-3.488 1.823 -0.828
4.234 -1.674 0.884
-0.407 -0.201 0.090
-0.074 0.020 0.177
-0.210 -0.179 -0.180
0.130 -0.005 -0.213
-0.212 -0.862 0.233
0.521 0.791 -0.507
-0.375 -0.141 0.003
2.566 -0.657 -1.767
-1.291 0.852 0.712
-0.642 -0.157 0.369
1.148 0.616 1.343
-1.551 -0.310 -0.852
0.407 -0.051 -0.190
2.708 -1.593 0.923
-0.467 1.540 -0.429
-2.603 0.338 -0.549